Entry 1:
C27H40AlN6O3S2 | ωB97M-V/def2-TZVPD

Charge: +1
Energy relative to the best compared isomer or geometry (same formula, charge and spin) (kcal/mol): 0.0
HOMO-LUMO gap (eV): 7.63
HOMO (eV): -9.70
E_tot (hartree): -2645.915833

Each line ends with the Löwdin charge.
Element x y z (Å)
Al1 -0.7505 -0.3577 0.4816  0.067
C1 5.0611 -1.1080 2.0427  -0.034
N1 3.6883 -0.7494 2.3383  -0.108
C2 3.1585 0.5271 2.3496  -0.042
C3 1.8590 0.4290 2.6711  -0.049
N2 1.5916 -0.9253 2.8449  -0.007
C4 2.7434 -1.6676 2.6700  -0.770
S1 2.9545 -3.3037 2.8472  0.664
C5 0.3551 -1.4657 3.2542  -0.240
C6 0.3139 -2.1876 4.4367  0.003
C7 -0.8951 -2.6921 4.8673  -0.016
C8 -2.0259 -2.4470 4.1033  -0.026
C9 -1.8927 -1.7310 2.9348  -0.093
N3 -0.7191 -1.2471 2.4865  0.134
H1 5.5362 -1.5332 2.9256  0.092
H2 5.5916 -0.2130 1.7271  0.093
H3 5.0773 -1.8509 1.2475  0.078
H4 3.7619 1.3917 2.1373  0.127
H5 1.0950 1.1708 2.7997  0.113
H6 1.2311 -2.3425 4.9839  0.111
H7 -0.9550 -3.2606 5.7854  0.123
H8 -2.9988 -2.8137 4.3965  0.117
H9 -2.7454 -1.5526 2.2984  0.096
C10 3.2939 -2.2363 -1.2507  -0.087
C11 3.1509 -0.8548 -1.2247  -0.097
C12 2.0015 -0.2894 -0.6878  -0.146
C13 0.9697 -1.0670 -0.1446  -0.201
C14 1.1497 -2.4543 -0.1865  -0.112
C15 2.2885 -3.0361 -0.7302  -0.088
H10 4.1847 -2.6849 -1.6720  0.107
H11 3.9336 -0.2210 -1.6270  0.104
H12 1.9156 0.7950 -0.7058  0.081
H13 0.3875 -3.1109 0.2233  0.104
H14 2.3944 -4.1130 -0.7322  0.109
C16 -3.6688 1.4309 1.4784  -0.001
N4 -2.8088 2.4877 0.9594  -0.094
C17 -3.4590 3.4295 0.0557  -0.027
C18 -1.4762 2.3762 1.0593  -0.415
O1 -0.9416 1.2561 1.3674  0.027
N5 -0.6989 3.4556 0.8899  -0.093
C19 -1.1444 4.8145 1.1766  -0.023
C20 0.7357 3.3053 0.6926  -0.015
H15 -3.9028 0.6958 0.7068  0.089
H16 -4.5939 1.8857 1.8299  0.106
H17 -3.1847 0.9338 2.3143  0.092
H18 -4.1706 2.8750 -0.5573  0.093
H19 -2.7281 3.8879 -0.6045  0.087
H20 -4.0012 4.2070 0.5951  0.102
H21 -2.0788 4.7996 1.7291  0.094
H22 -1.2666 5.4060 0.2686  0.099
H23 -0.3893 5.2939 1.7999  0.101
H24 0.9699 2.2895 0.3950  0.060
H25 1.2768 3.5414 1.6123  0.104
H26 1.0605 3.9953 -0.0869  0.103
O2 -4.0888 -1.9690 -1.2731  0.115
C21 -3.1742 -1.6633 -0.5985  -0.432
N6 -2.2478 -1.3525 0.0838  0.160
C22 -4.3161 2.1185 -3.5858  -0.094
C23 -2.8170 1.9315 -3.3769  -0.283
C24 -2.4526 0.4531 -3.3432  -0.316
S2 -0.9349 0.0111 -2.4915  1.073
O3 -1.0106 0.7715 -1.1490  -0.459
C25 0.3385 0.8600 -3.4492  -0.310
C26 0.5683 2.3266 -3.1119  -0.280
C27 1.9106 2.7930 -3.6662  -0.086
H27 -4.5782 3.1759 -3.6176  0.079
H28 -4.8844 1.6474 -2.7810  0.075
H29 -4.6443 1.6676 -4.5231  0.084
H30 -2.5065 2.3941 -2.4378  0.079
H31 -2.2687 2.4297 -4.1777  0.107
H32 -2.3473 0.0146 -4.3391  0.111
H33 -3.2145 -0.1343 -2.8235  0.078
H34 0.0751 0.6982 -4.4973  0.110
H35 1.2381 0.2781 -3.2400  0.080
H36 0.5487 2.4420 -2.0267  0.077
H37 -0.2369 2.9427 -3.5112  0.098
H38 2.7296 2.2084 -3.2429  0.074
H39 2.0862 3.8421 -3.4293  0.078
H40 1.9520 2.6869 -4.7511  0.083


Entry 2:
C27H41ClN3O7SSn | ωB97M-V/def2-TZVPD

Charge: -1
HOMO-LUMO gap (spin up / spin down) (eV): 3.69 / 3.65
HOMO (spin up / spin down) (eV): -1.33 / -1.28
E_tot (hartree): -2816.982624

Each line ends with the Löwdin charge.
Element x y z (Å)
O1 0.8469 -0.4620 -2.7011  -0.148
C1 -0.1048 -0.1639 -3.4360  -0.347
C2 -0.2174 1.2181 -3.9918  -0.202
C3 0.1951 2.2882 -3.1976  -0.027
H1 0.3270 2.1343 -2.1226  0.109
C4 0.4431 3.4785 -3.8538  -0.082
H2 0.8006 4.2957 -3.2437  0.099
C5 0.1966 3.5868 -5.2249  -0.109
H3 0.4014 4.5282 -5.7157  0.085
C6 -0.2528 2.5048 -5.9678  -0.109
H4 -0.4765 2.5931 -7.0130  0.085
C7 -0.4645 1.2854 -5.3534  -0.042
H5 -0.8272 0.3930 -5.8780  0.115
H6 -0.4140 -1.0566 -4.0930  0.107
C8 -2.3406 -1.9196 -2.7694  -0.136
C9 -1.9164 -0.5612 -2.2579  -0.547
H7 -3.3787 -1.7165 -3.1122  0.063
H8 -2.3992 -2.6808 -1.9573  0.055
H9 -1.6623 -2.3145 -3.5670  0.066
C10 -2.7110 0.5570 -2.4336  -0.299
C11 -4.1774 0.5047 -2.5889  -0.177
H10 -2.2854 1.5419 -2.6294  0.089
H11 -4.4397 0.8439 -3.6001  0.067
H12 -4.6207 1.1773 -1.8594  0.052
H13 -4.6191 -0.4744 -2.4139  0.045
Sn1 -1.3371 -0.5315 -0.2851  1.105
Cl1 -3.6053 -0.6621 0.5465  0.056
C12 -1.3853 -0.3895 2.5841  -0.358
O2 -0.7422 -1.0991 1.7314  -0.189
N1 -1.3335 -0.6010 3.8906  -0.149
C13 -0.6497 -1.7340 4.5264  -0.020
C14 -2.1282 0.2588 4.7674  -0.030
H14 -2.0114 0.4506 2.2349  0.066
H15 -0.1323 -2.3220 3.7626  0.094
H16 -1.3798 -2.3487 5.0719  0.088
H17 0.0596 -1.3842 5.2909  0.078
H18 -2.4704 1.1276 4.1862  0.102
H19 -1.5311 0.5964 5.6241  0.083
H20 -2.9876 -0.3004 5.1642  0.090
H21 4.5903 1.1575 -2.3759  0.077
H22 4.4292 1.7874 -0.0336  0.081
C15 3.4914 1.1029 -2.3450  -0.061
C16 3.4308 1.3648 0.1266  -0.043
N2 3.0775 0.5959 -1.0534  -0.183
H23 3.1108 0.4129 -3.1077  0.083
C17 2.4772 -0.6150 -0.9447  -0.355
O3 1.7800 -0.9590 0.0232  -0.035
H24 3.4311 0.7066 1.0022  0.079
H25 2.6987 -1.2722 -1.8079  0.121
H26 3.0827 2.1120 -2.4995  0.088
H27 2.7177 2.1876 0.2819  0.082
H28 -0.2624 -6.0515 0.2457  0.089
H29 1.8834 -6.1139 -1.4451  0.086
C18 -0.7045 -5.5147 -0.6040  -0.038
C19 1.2934 -5.4280 -2.0792  -0.045
N3 0.2966 -4.6948 -1.2760  -0.173
H30 -1.5290 -4.8809 -0.2715  0.092
C20 0.3228 -3.3622 -1.1512  -0.235
O4 -0.5364 -2.6703 -0.5289  -0.146
H31 1.9576 -4.6976 -2.5670  0.091
H32 1.1637 -2.8942 -1.6819  0.126
H33 -1.0591 -6.2872 -1.2948  0.083
H34 0.7868 -6.0545 -2.8359  0.087
C21 1.7064 1.6553 6.6849  -0.066
C22 1.2944 1.9048 5.2586  -0.297
C23 1.7030 1.0595 4.2278  -0.047
C24 1.2548 1.2445 2.9207  -0.058
C25 0.3902 2.2971 2.6224  -0.248
C26 0.0209 3.1947 3.6381  -0.051
C27 0.4514 2.9802 4.9410  -0.056
S1 -0.3460 2.4774 0.9915  0.502
O5 -1.7604 2.5831 1.3157  -0.336
O6 0.2896 3.6160 0.3841  -0.311
O7 -0.0969 1.1890 0.1670  -0.471
H35 1.3638 0.6733 7.0483  0.073
H36 2.7997 1.6664 6.7901  0.078
H37 1.3033 2.4228 7.3601  0.072
H38 2.3725 0.2343 4.4795  0.117
H39 1.5814 0.5559 2.1401  0.094
H40 -0.6381 4.0271 3.3977  0.119
H41 0.1107 3.6447 5.7410  0.108


Entry 3:
C27H41FN5O7RuSSi | ωB97M-V/def2-TZVPD

Charge: -2
2S+1: 2
HOMO-LUMO gap (spin up / spin down) (eV): 6.12 / 6.10
HOMO (spin up / spin down) (eV): -2.03 / -2.01
E_tot (hartree): -2736.453927

Each line ends with the Löwdin charge.
Element x y z (Å)
Ru1 0.1220 0.1556 -0.0573  1.084
N1 -0.7826 -1.6014 1.4814  -0.043
C1 -1.1957 -0.9869 2.7281  -0.177
C2 -1.6321 0.4788 2.5490  -0.593
O1 -2.4091 0.9821 3.3712  -0.056
N2 -1.0559 1.0990 1.5328  -0.096
C3 -1.3842 2.4475 1.2640  -0.161
C4 -1.8371 2.6086 -0.2443  -0.696
O2 -2.6955 3.4467 -0.4883  -0.020
O3 -1.2175 1.8798 -1.0456  -0.129
H1 -1.5919 -1.8997 0.9424  0.023
H2 -0.1578 -2.3844 1.6415  0.080
H3 -0.3469 -0.9976 3.4212  0.079
H4 -2.0226 -1.5324 3.2105  0.114
H5 -0.4902 3.0822 1.3354  0.104
H6 -2.1735 2.8296 1.9241  0.107
S1 -1.5531 -1.4442 -1.5844  0.673
C5 -3.0745 -0.8775 -1.0331  -0.759
C6 -4.2591 -1.2292 -1.7002  -0.128
C7 -5.4563 -0.7968 -1.1801  -0.114
C8 -5.4583 -0.0108 -0.0316  -0.092
C9 -4.2383 0.2942 0.5473  -0.131
N3 -3.0887 -0.1410 0.0770  0.037
H7 -4.2048 -1.8344 -2.5920  0.082
H8 -6.3882 -1.0697 -1.6617  0.089
H9 -6.3845 0.3519 0.3897  0.082
H10 -4.1708 0.9002 1.4436  0.106
C10 1.4886 -2.6457 -1.6831  -0.180
C11 2.7160 -1.7388 -1.7819  -0.623
C12 3.4979 -2.1229 -3.0394  -0.112
C13 3.5809 -2.0676 -0.5649  -0.122
Si1 2.0859 0.1989 -1.7057  0.892
C14 1.4625 0.7356 -3.5896  -0.611
C15 0.5223 -0.3274 -4.1524  -0.145
C16 0.6512 2.0291 -3.5068  -0.120
C17 2.5763 0.9537 -4.6164  -0.123
C18 3.7616 1.3212 -1.3652  -0.597
C19 4.2099 1.2592 0.0978  -0.121
C20 4.9819 0.9365 -2.2076  -0.112
C21 3.4123 2.7898 -1.6190  -0.122
H11 1.7882 -3.6977 -1.6762  0.075
H12 0.7992 -2.4970 -2.5076  0.023
H13 0.9489 -2.4287 -0.7553  0.015
H14 3.8124 -3.1680 -2.9745  0.072
H15 4.3885 -1.5148 -3.1557  0.052
H16 2.8907 -2.0170 -3.9329  0.051
H17 3.7667 -3.1447 -0.5174  0.075
H18 3.0746 -1.7721 0.3510  0.048
H19 4.5451 -1.5705 -0.6097  0.056
H20 -0.2874 -0.5293 -3.4590  -0.025
H21 1.0388 -1.2599 -4.3600  0.052
H22 0.0810 0.0189 -5.0899  0.076
H23 -0.1840 1.9088 -2.8254  0.040
H24 0.2579 2.2884 -4.4935  0.076
H25 1.2473 2.8626 -3.1538  0.053
H26 3.2013 0.0741 -4.7344  0.054
H27 3.2050 1.7946 -4.3444  0.048
H28 2.1353 1.1796 -5.5907  0.072
H29 4.2802 0.2465 0.4758  0.057
H30 3.5026 1.8005 0.7170  0.052
H31 5.1892 1.7332 0.2096  0.078
H32 5.3591 -0.0358 -1.9062  0.056
H33 5.7861 1.6607 -2.0488  0.074
H34 4.7698 0.9059 -3.2694  0.046
H35 2.4970 3.0464 -1.0877  0.080
H36 3.2735 3.0023 -2.6751  0.049
H37 4.2113 3.4423 -1.2545  0.076
F1 0.4617 -2.2761 6.5274  0.053
C22 1.5641 -2.0233 5.7614  -0.169
C23 1.6236 -0.8266 5.0927  0.070
N4 2.7270 -0.4760 4.3489  0.001
C24 2.6742 0.7098 3.5359  -0.029
C25 1.9262 0.5037 2.1702  -0.697
O4 1.6072 1.5454 1.5818  -0.057
O5 1.7546 -0.6559 1.7721  -0.059
C26 3.8087 -1.3142 4.2466  -0.479
O6 4.8330 -1.0262 3.6566  0.076
N5 3.6905 -2.5021 4.9274  0.211
C27 2.6108 -2.9780 5.7151  -0.396
O7 2.6967 -4.0791 6.2573  0.053
H38 0.8235 -0.1076 5.1404  0.151
H39 3.6978 1.0032 3.2914  0.127
H40 2.1695 1.5142 4.0708  0.132
H41 4.4775 -3.1318 4.8449  0.162


Entry 4:
C27H41N2 | ωB97M-V/def2-TZVPD

Charge: +1
Energy relative to the best compared isomer or geometry (same formula, charge and spin) (kcal/mol): 36.7
HOMO-LUMO gap (eV): 4.01
HOMO (eV): -9.74
E_tot (hartree): -1162.615156

Each line ends with the Löwdin charge.
Element x y z (Å)
C1 2.8354 1.3968 3.9523  -0.048
C2 3.0209 1.0197 2.5133  -0.269
C3 2.4888 1.8130 1.5109  -0.019
C4 2.5875 1.4221 0.1741  -0.209
C5 2.0217 2.3499 -0.8574  -0.030
C6 3.1457 0.1605 -0.1479  -0.140
C7 3.0540 -0.4156 -1.5443  -0.292
C8 4.1776 0.1706 -2.4192  -0.032
C9 1.6492 -0.3013 -2.2229  -0.141
C10 0.4305 -0.5299 -1.3984  0.156
C11 -0.6002 -1.3287 -1.9588  -0.111
C12 -1.0706 -2.5096 -1.2825  -0.169
C13 -0.3248 -3.0359 -0.0949  -0.016
C14 -2.1795 -3.2058 -1.7550  0.018
C15 -2.7770 -2.8847 -2.9791  -0.200
C16 -4.0351 -3.5818 -3.4275  -0.019
C17 -2.1874 -1.8653 -3.7511  0.029
C18 -1.0835 -1.1347 -3.2997  -0.161
C19 -0.4665 -0.1435 -4.2318  -0.034
C20 3.8714 -0.5348 0.8501  -0.202
C21 4.7413 -1.7178 0.5173  -0.039
C22 3.7345 -0.1365 2.1805  0.005
H1 3.5017 0.8084 4.5909  0.082
H2 3.0363 2.4678 4.0985  0.094
H3 1.7997 1.1919 4.2640  0.074
H4 1.9717 2.7520 1.7956  0.122
H5 2.7187 2.5537 -1.6785  0.083
H6 1.0934 1.9367 -1.2697  0.066
H7 1.7727 3.3216 -0.4026  0.093
H8 3.2417 -1.4971 -1.4774  0.126
H9 5.1526 0.1130 -1.9244  0.088
H10 4.2904 -0.3619 -3.3676  0.087
H11 3.9967 1.2248 -2.6621  0.077
H12 1.5936 0.6527 -2.8057  0.129
H13 1.6847 -1.1051 -2.9944  0.139
H14 0.5018 -0.3486 -0.3260  0.140
H15 -0.8778 -3.8867 0.3291  0.093
H16 0.6866 -3.4036 -0.3510  0.106
H17 -0.2251 -2.2507 0.6668  0.097
H18 -2.5974 -4.0245 -1.1396  0.143
H19 -4.4235 -3.1309 -4.3429  0.085
H20 -3.8895 -4.6547 -3.6164  0.102
H21 -4.8072 -3.5014 -2.6497  0.102
H22 -2.6088 -1.6072 -4.7214  0.128
H23 -1.0787 -0.0360 -5.1332  0.093
H24 -0.3752 0.8500 -3.7780  0.098
H25 0.5304 -0.4329 -4.5980  0.097
H26 5.3167 -2.0765 1.3782  0.086
H27 4.1565 -2.5748 0.1599  0.082
H28 5.4787 -1.4649 -0.2543  0.083
H29 4.1908 -0.7204 2.9840  0.123
N1 -0.6013 2.2315 2.8772  -0.015
C23 -1.7605 2.3389 3.7371  -0.231
C24 -2.9353 2.2407 2.7457  -0.377
C25 -4.4267 2.2082 3.2082  -0.115
C26 -5.1092 1.3153 2.1233  -0.145
C27 -3.9424 0.5995 1.3359  -0.226
N2 -2.7348 1.1460 1.8641  -0.072
H30 -0.5660 3.0553 2.2727  0.082
H31 0.2893 2.1545 3.3554  0.032
H32 -1.7742 1.5487 4.5047  0.122
H33 -1.7752 3.2969 4.2748  0.112
H34 -2.8461 3.1751 2.1367  0.133
H35 -4.5249 1.7552 4.2049  0.108
H36 -4.8729 3.2110 3.2224  0.108
H37 -5.8675 0.6169 2.5237  0.104
H38 -5.6246 1.9702 1.3901  0.103
H39 -3.9852 -0.5100 1.3518  0.100
H40 -3.9917 0.8932 0.2802  0.090
H41 -1.8173 0.9512 1.4891  0.095